# 1
A cluster of 16 separate species, C38H48Cl45F4N2O in total, computed with the ωB97M-V functional and the def2-TZVPD basis.

As for the charge: +1. The molecular weight is 2220.19 g mol⁻¹. The spin multiplicity is 1. The HOMO-LUMO gap is 7.86 eV.

The geometry in XYZ format:
```
138
Properties=species:S:1:pos:R:3:forces:R:3:mulliken_charge:R:1
C 0.57965 -2.06083 4.24646 -0.2 1.6 -0.2 -1.307
C 0.70865 -0.51979 4.60342 0.9 -0.8 -0.2 0.326
C 1.02060 0.22787 3.27246 -0.4 -0.1 -0.2 -0.615
C -0.09393 1.22753 2.81509 1.1 -0.2 -1.3 -0.282
C -0.21311 1.18771 1.28126 -1.0 0.2 1.0 0.259
N 0.90330 1.13880 0.56485 0.2 0.1 -0.2 1.113
C 0.98322 1.05897 -0.79450 -0.7 0.0 -2.2 -0.462
C 2.34239 0.96988 -1.50716 0.4 -0.1 1.1 0.629
C 3.55209 1.34443 -0.61203 0.1 0.6 -0.3 -0.800
C 3.78660 2.87342 -0.47140 1.3 0.0 0.0 -0.094
C 5.30357 3.11779 -0.13847 -0.3 0.3 0.2 -0.742
N 5.79336 2.32002 0.99786 -0.1 0.6 -0.7 -0.272
C -0.19518 1.03483 -1.54781 0.2 0.6 1.1 1.077
C -0.18666 0.93048 -3.07142 0.0 -1.5 0.3 -0.994
C -0.36757 -0.57567 -3.49157 -0.4 0.4 -0.5 -0.880
O -0.61476 -1.40321 -2.36177 0.1 -0.3 -0.4 0.436
C -0.86887 -2.70686 -2.82135 -0.1 -0.4 -0.3 -0.830
C -1.07349 -3.71792 -1.66754 -0.2 -0.2 -0.8 0.927
F -2.21810 -4.41154 -1.91338 0.3 0.3 0.5 -0.290
F -1.14355 -3.15608 -0.45779 0.1 -0.4 -0.4 -0.167
F -0.09160 -4.66208 -1.67469 -0.2 0.6 0.4 -0.296
C -1.43646 1.12427 -0.81474 -0.2 -0.1 -0.5 1.523
C -2.69337 1.13964 -1.51305 0.3 -0.2 0.3 -0.834
C -3.87320 1.21668 -0.82381 -0.1 -0.2 0.3 -1.223
C -3.90891 1.30218 0.62119 0.5 -0.7 -0.6 -0.902
C -5.25681 1.38653 1.29676 -1.5 -0.1 -0.2 0.608
C -5.95827 0.00430 1.44886 0.5 -0.2 0.0 -1.266
F -5.19787 2.04047 2.53713 0.6 -0.4 -0.3 -0.401
C -2.71679 1.29894 1.30752 -0.4 -0.8 0.1 -0.844
C -1.46275 1.20267 0.61250 0.4 -0.4 -0.4 0.654
H -0.11903 -2.10841 3.38664 0.0 -0.4 0.6 0.310
H 0.24170 -2.65533 5.10590 0.2 0.0 -0.4 0.388
H 1.55414 -2.39242 3.84183 -0.4 -0.1 0.4 0.246
H -0.16434 -0.11844 5.16540 0.5 -0.3 -0.6 -0.126
H 1.60397 -0.39718 5.24478 -0.6 0.0 0.0 0.237
H 2.01615 0.71445 3.30356 -0.6 0.0 0.2 -0.072
H 1.11231 -0.53499 2.46895 0.0 0.2 0.5 0.447
H -1.08136 0.97381 3.21474 0.5 0.2 0.2 0.226
H 0.23452 2.25589 3.05668 -0.6 -0.3 0.3 0.248
H 1.79105 1.16077 1.06441 -0.2 -0.1 0.0 -0.375
H 2.34724 1.64871 -2.37468 -0.1 -0.3 0.3 -0.312
H 2.50904 -0.08689 -1.84130 -0.3 1.6 -0.2 0.183
H 4.45614 0.91485 -1.08886 -0.4 0.1 0.2 0.315
H 3.52258 0.91842 0.40930 0.0 -0.2 -0.5 0.116
H 3.59468 3.38611 -1.43164 -0.3 -0.2 0.6 0.123
H 3.21103 3.34771 0.34520 -0.1 -0.3 -0.4 0.261
H 5.47768 4.17993 0.12623 -0.2 -0.4 -0.3 0.323
H 5.92655 2.89574 -1.02582 -0.6 0.3 0.6 0.132
H 5.11267 2.36312 1.74985 0.3 -0.3 0.1 0.074
H 5.97550 1.36278 0.72105 -0.3 0.0 0.3 0.208
H -0.98759 1.50563 -3.55443 0.4 -0.3 0.6 0.810
H 0.76212 1.27205 -3.50796 -0.5 0.0 0.4 -0.289
H -1.23672 -0.66695 -4.18189 0.4 0.1 0.3 0.438
H 0.50675 -0.94179 -4.06151 -0.1 0.1 0.3 -0.052
H -0.04853 -3.10627 -3.45716 -0.2 0.3 0.4 0.234
H -1.77970 -2.73226 -3.45726 0.3 0.0 0.4 0.352
H -2.66798 1.08586 -2.60491 -0.3 0.0 0.5 0.522
H -4.82157 1.24649 -1.37764 0.4 0.0 0.3 0.426
H -5.95525 1.99915 0.68827 0.6 0.0 0.2 0.312
H -6.72839 -0.13187 0.66441 0.8 0.0 0.6 0.032
H -5.20515 -0.80121 1.37621 -0.4 0.2 0.1 0.368
H -6.47950 -0.07609 2.41778 0.4 0.2 -0.3 0.331
H -2.76510 1.38655 2.39837 0.1 0.0 -0.5 0.514
C 8.38504 1.08358 -2.95774 0.1 -0.1 0.0 0.035
Cl 10.10718 1.15223 -2.59865 -0.1 0.0 0.0 -0.116
Cl 7.42427 1.14533 -1.47468 0.4 -0.4 -0.1 -0.066
Cl 7.90323 2.40078 -4.02795 0.1 -0.1 -0.1 -0.104
H 8.17810 0.14525 -3.45900 0.0 0.0 0.0 0.183
C 2.77025 -3.44045 -0.61892 0.3 -0.2 0.2 -0.191
Cl 3.76317 -3.45075 0.84126 -0.1 0.0 0.0 -0.100
Cl 2.03501 -1.84270 -0.85327 0.0 -1.2 0.4 0.060
Cl 3.73576 -3.88924 -2.02139 -0.1 0.0 0.1 0.096
H 1.97714 -4.16668 -0.49703 0.0 0.0 0.0 0.204
C -4.51620 -6.59101 -0.24220 0.0 -0.1 0.1 0.167
Cl -2.96956 -6.84091 0.57106 0.0 0.0 0.0 -0.125
Cl -5.41482 -8.10492 -0.35309 0.0 0.1 0.0 -0.126
Cl -5.46888 -5.36071 0.59523 0.0 0.0 -0.1 -0.113
H -4.31709 -6.23931 -1.24741 0.0 0.0 0.1 0.196
C 7.46281 -5.01544 -0.95520 0.0 0.2 0.0 0.937
Cl 8.93855 -5.73918 -1.59342 -0.1 0.0 0.0 -0.123
Cl 7.39188 -5.18172 0.80241 0.0 0.0 0.0 -0.131
Cl 7.34542 -3.31343 -1.42754 0.0 0.0 0.0 -0.080
H 6.61117 -5.55092 -1.38192 0.7 0.7 0.3 -0.656
C -9.39774 1.35058 -0.14364 0.0 0.2 0.1 0.642
Cl -8.14176 0.50470 -1.06345 -0.3 0.1 -0.4 -0.084
Cl -9.18890 1.08430 1.58872 0.0 -0.1 -0.1 -0.079
Cl -9.37680 3.07511 -0.51199 0.0 -0.1 0.0 -0.119
H -10.36168 0.94913 -0.43681 0.2 0.0 0.0 -0.310
C 4.37969 -2.49402 -5.80567 0.1 -0.1 0.1 -0.313
Cl 5.65910 -1.37346 -5.33053 0.0 0.1 0.0 -0.076
Cl 4.90561 -4.16120 -5.59663 -0.1 0.1 0.0 -0.027
Cl 2.91668 -2.20199 -4.85542 -0.1 0.2 -0.2 -0.048
H 4.15137 -2.32620 -6.85150 0.0 0.0 0.1 0.399
C -2.78672 -1.31173 7.33111 0.1 -0.1 0.1 -0.129
Cl -1.18515 -0.98109 7.99205 -0.2 -0.2 0.1 -0.064
Cl -2.75305 -1.14018 5.57251 -0.2 0.0 -0.1 -0.030
Cl -3.33956 -2.91952 7.79695 0.0 0.1 -0.1 -0.121
H -3.48344 -0.58361 7.72966 0.1 0.0 0.0 0.339
C 4.98511 4.82842 -4.69078 0.1 0.2 0.1 -0.159
Cl 6.20680 5.39792 -3.55717 -0.1 0.0 -0.1 -0.103
Cl 4.10196 3.46126 -3.98654 0.0 -0.1 -0.2 -0.020
Cl 3.87396 6.12674 -5.12759 0.0 -0.1 0.0 -0.128
H 5.48097 4.48656 -5.59183 0.0 0.0 0.1 0.368
C 0.65129 3.41360 -5.70132 -0.1 0.2 -0.1 0.756
Cl 0.59915 1.73002 -6.24302 0.0 0.0 -0.1 -0.121
Cl 0.25260 4.50852 -7.02160 0.0 -0.1 0.1 -0.124
Cl -0.43840 3.66196 -4.33058 0.1 0.8 -0.2 -0.065
H 1.65903 3.62928 -5.37101 0.0 0.0 0.0 -0.372
C -2.68608 5.48268 0.53730 0.0 0.1 -0.3 -0.042
Cl -0.95303 5.81317 0.40440 0.0 0.0 0.0 -0.135
Cl -3.58579 6.36111 -0.70218 0.0 0.0 0.1 -0.136
Cl -2.99355 3.73930 0.42218 0.0 2.1 0.2 0.069
H -3.02402 5.82378 1.50887 0.0 0.0 0.0 0.307
C 0.24298 2.70999 7.51391 0.1 -0.1 0.0 -0.129
Cl 1.11351 1.31541 8.16614 0.0 0.2 0.0 -0.113
Cl 1.24896 3.57271 6.34543 0.0 0.0 0.0 -0.112
Cl -1.28444 2.22633 6.76733 0.0 0.1 0.0 -0.083
H 0.02012 3.38344 8.33278 0.0 0.0 0.0 0.422
C -8.46797 4.82822 3.75376 -0.1 0.0 -0.1 -0.001
Cl -7.39777 4.63157 2.36083 0.0 0.0 0.0 -0.065
Cl -9.06831 6.48483 3.84584 0.0 -0.1 0.0 -0.123
Cl -9.80861 3.68182 3.67804 0.1 0.1 0.1 -0.113
H -7.89698 4.62358 4.65130 0.0 0.0 -0.1 0.296
C 5.24300 -7.77081 -3.55876 -0.1 0.1 -0.1 -0.051
Cl 6.26213 -6.89818 -4.70468 0.1 -0.2 0.1 -0.111
Cl 5.55244 -7.20892 -1.90934 -0.6 -0.9 -0.2 -0.105
Cl 3.53713 -7.57661 -3.96472 0.1 0.0 0.0 -0.100
H 5.48996 -8.82431 -3.61554 0.0 0.1 0.1 0.379
C 5.59806 0.11827 4.28124 0.1 -0.1 -0.2 -0.184
Cl 6.72129 0.03046 2.92534 0.0 -0.1 0.2 -0.071
Cl 4.88954 1.73350 4.41695 0.0 0.0 0.1 -0.133
Cl 4.32900 -1.10168 4.11319 0.0 0.0 0.0 -0.066
H 6.14747 -0.08731 5.19225 0.0 0.0 0.0 0.429
C -11.54102 -2.03210 -1.24838 0.2 -0.1 -0.1 -0.005
Cl -10.39434 -2.11815 0.09266 -0.1 0.0 0.0 -0.076
Cl -12.15106 -0.38294 -1.44416 -0.2 -0.1 -0.1 -0.150
Cl -10.79317 -2.59626 -2.74248 -0.1 0.0 0.1 -0.110
H -12.37977 -2.67919 -1.02134 0.0 0.1 0.0 0.346
```
Positions in Å, forces in eV/Å.

# 2
A structure of composition C38H49GeMnN3, computed with the ωB97M-V functional and the def2-TZVPD basis.

As for the charge: +1. The molecular weight is 675.38 g mol⁻¹. The spin multiplicity is 5. As for the relative energy (zero: lowest compared OMol25 entry of this formula, charge and spin): 81.1 kJ/mol. The HOMO-LUMO gap (spin up / spin down) is 5.59 / 7.01 eV.

The geometry in XYZ format:
```
92
Properties=species:S:1:pos:R:3:forces:R:3:mulliken_spin:R:1
Mn 0.09471 0.40796 -0.35511 -0.5 -0.3 -0.6 3.987
C 1.11413 -1.61136 -5.95000 0.0 0.0 0.0 0.000
C -0.00137 -0.82306 -5.25745 0.0 0.0 0.0 0.000
C 0.40353 0.57985 -4.85398 0.0 -0.1 0.0 0.002
C 0.47666 1.52057 -5.87715 0.0 0.0 0.0 0.001
C 0.72861 2.85641 -5.62910 0.0 0.0 0.0 0.001
C 0.85524 3.28379 -4.31904 0.0 0.0 0.0 -0.003
C 0.78927 2.38202 -3.26833 0.0 0.0 0.1 -0.004
C 0.89727 2.95107 -1.87791 0.0 0.1 0.1 -0.025
C 2.32892 3.18844 -1.40766 0.0 0.0 0.0 -0.006
C 0.63305 1.01398 -3.53516 0.0 0.0 -0.1 0.007
N 0.63288 0.13360 -2.42099 0.1 0.0 0.2 0.056
C 1.04705 -1.09248 -2.49612 0.0 0.2 0.0 0.035
C 0.88636 -1.95131 -1.37686 0.0 -0.2 0.1 0.016
C 1.20352 -3.28597 -1.17083 0.0 0.0 0.0 0.036
C 0.76759 -3.60990 0.12466 0.0 0.0 0.0 0.014
C 0.19929 -2.46574 0.66433 0.0 -0.1 0.0 0.012
N 0.26477 -1.46625 -0.23947 0.0 0.1 0.0 -0.106
H 0.76027 -2.59721 -6.25082 0.0 0.0 0.0 0.000
H 1.99126 -1.74327 -5.31312 0.0 0.0 0.0 0.000
H 1.45143 -1.08580 -6.84349 0.0 0.0 0.0 0.000
H -0.40130 -1.37951 -4.40966 0.0 0.0 0.0 -0.001
H -0.83182 -0.72686 -5.95959 0.0 0.0 0.0 0.000
H 0.30190 1.18852 -6.89409 0.0 0.0 0.0 0.000
H 0.78051 3.56526 -6.44421 0.0 0.0 0.0 0.000
H 0.98760 4.33759 -4.10277 0.0 0.0 0.0 0.000
H 0.36438 2.35472 -1.11341 -0.1 -0.1 -0.1 0.024
H 0.32819 3.88349 -1.85860 0.1 0.1 0.0 -0.002
H 2.92865 2.28435 -1.52487 0.0 0.0 0.0 0.003
H 2.35896 3.49365 -0.36046 0.0 0.0 0.0 -0.001
H 2.79294 3.97465 -2.00341 0.0 0.0 0.0 -0.001
H 1.52641 -1.49177 -3.38251 0.0 0.0 0.0 0.016
H 1.68314 -3.93751 -1.88401 0.0 0.0 0.0 0.000
H 0.83625 -4.56782 0.61268 0.0 0.0 0.0 0.001
H -0.24160 -2.31772 1.63727 0.0 0.0 0.0 0.003
C -3.67808 4.27431 1.65202 0.0 0.0 0.0 -0.001
C -2.34880 4.97302 1.92271 0.0 0.0 0.0 0.001
C -1.29697 4.05323 2.54416 -0.1 0.0 0.0 0.002
C -0.92880 2.89148 1.60912 -0.1 0.0 0.1 0.021
Ge 0.49862 1.85507 2.43590 0.4 -0.1 0.2 -0.019
C -0.11215 0.45623 3.64841 -0.1 0.1 -0.1 -0.014
C -1.47802 -0.12241 3.28032 0.0 0.0 0.0 0.028
C -1.93285 -1.20748 4.24909 0.0 0.0 0.0 0.004
C -3.29533 -1.78373 3.88462 0.0 0.0 0.0 0.000
H -4.42419 4.98387 1.29608 0.0 0.0 0.0 0.000
H -4.06672 3.81293 2.56335 0.0 0.0 0.0 0.000
H -3.58023 3.49403 0.89390 0.0 0.0 0.0 0.001
H -2.50864 5.81985 2.59335 0.0 0.0 0.0 0.000
H -1.95241 5.38760 0.99064 0.0 0.0 0.0 0.000
H -1.69444 3.64881 3.48258 0.0 0.0 0.0 0.000
H -0.40815 4.63407 2.80434 0.0 0.0 0.0 0.000
H -0.66438 3.27361 0.62049 0.1 0.0 0.0 0.000
H -1.78489 2.23000 1.48416 0.0 0.0 -0.1 -0.008
H 1.50857 2.79353 3.11015 0.1 0.0 -0.1 0.001
H -0.15811 0.90171 4.64620 0.0 0.0 0.0 0.001
H 0.66349 -0.31301 3.67976 0.0 0.0 0.0 0.000
H -1.47176 -0.52695 2.26095 0.0 0.0 0.0 0.013
H -2.22134 0.68296 3.26217 0.0 0.0 0.0 0.002
H -1.96237 -0.79430 5.26127 0.0 0.0 0.0 0.000
H -1.18417 -2.00632 4.26653 0.0 0.0 0.0 0.000
H -4.06465 -1.00838 3.91080 0.0 0.0 0.0 0.000
H -3.59238 -2.56640 4.58167 0.0 0.0 0.0 0.000
H -3.28527 -2.21324 2.87996 0.0 0.0 0.0 0.000
C 4.33470 -0.88551 2.41375 0.0 0.0 0.0 0.000
C 4.19081 0.44338 1.66060 0.0 0.0 0.0 0.001
C 4.66303 1.61870 2.53432 0.0 0.0 0.0 0.004
C 4.98534 0.41016 0.34284 0.0 0.0 0.0 0.001
C 2.78870 0.66604 1.31876 0.1 -0.1 -0.2 -0.041
C 1.61900 0.84825 0.99663 -0.1 0.5 0.5 0.066
H 5.38298 -1.03947 2.67129 0.0 0.0 0.0 0.001
H 4.00167 -1.72127 1.79794 0.0 0.0 0.0 0.000
H 3.75311 -0.87849 3.33601 0.0 0.0 0.0 -0.001
H 5.72821 1.49666 2.73196 0.0 0.0 0.0 0.000
H 4.13837 1.63767 3.48979 0.0 0.0 0.0 0.000
H 4.51125 2.57279 2.02947 0.0 0.0 0.0 -0.001
H 6.03392 0.22237 0.57520 0.0 0.0 0.0 0.000
H 4.91149 1.36089 -0.18491 0.0 0.0 0.0 -0.001
H 4.62898 -0.38668 -0.31075 0.0 0.0 0.0 -0.001
N -9.84671 0.36375 -0.43687 0.0 0.0 0.0 0.004
C -8.69829 0.36831 -0.43848 0.1 0.0 0.0 -0.002
C -7.25809 0.37356 -0.43947 0.0 0.0 0.0 0.009
C -6.56316 0.19223 0.75365 -0.1 0.0 0.0 -0.005
C -5.18219 0.20046 0.75093 0.1 0.0 0.0 0.017
C -4.48177 0.38917 -0.44167 0.0 0.1 0.0 0.004
C -5.18520 0.56897 -1.63504 0.0 0.0 0.0 0.012
C -6.56632 0.56077 -1.63478 0.0 0.0 0.0 -0.005
C -3.04924 0.40204 -0.43806 -0.1 -0.1 0.0 -0.011
C -1.83475 0.41065 -0.42745 0.2 0.0 0.1 -0.145
H -7.11247 0.04471 1.67335 0.0 0.0 0.0 0.000
H -4.63207 0.05370 1.67116 0.0 0.0 0.0 -0.002
H -4.63844 0.71419 -2.55668 0.0 0.0 0.0 0.000
H -7.11743 0.69854 -2.55464 0.0 0.0 0.0 0.000
```
Positions in Å, forces in eV/Å.

The electronic energy results, record by record, are as follows: -22769.320903 -4869.218888 a.u..